Entry 1:
Formula: C3H8N2OS
Source: the Open Molecules 2025 dataset
Level of theory: ωB97M-V/def2-TZVPD

Cartesian coordinates (Å):
N  -1.485  -0.424  -1.506
C  -1.376  -0.433  -0.119
O  -2.429  -0.500  0.542
C  0.109  -0.331  0.487
N  -0.009  0.268  1.756
C  1.063  0.312  -0.464
S  2.741  0.137  0.246
H  -0.802  -0.860  -2.073
H  -2.489  -0.329  -1.697
H  0.409  -1.393  0.545
H  -0.256  1.325  1.744
H  -0.627  -0.361  2.283
H  1.045  -0.131  -1.482
H  0.778  1.390  -0.542
H  3.328  1.330  0.282

## Properties
- SMILES: NC(=O)[C@H](N)CS
- E: -702.0298 a.u.
- Lowest unoccupied orbital energy: 0.7 eV
- Kohn-Sham gap: 9.71 eV
- Charge: 0

=====

Entry 2:
Formula: C3H8N2OS
Source: the Open Molecules 2025 dataset
Level of theory: ωB97M-V/def2-TZVPD

Cartesian coordinates (Å):
N  -2.014  0.153  0.023
C  -1.459  0.346  1.262
O  -2.067  0.372  2.304
N  -0.075  0.442  1.261
C  0.813  0.652  0.114
C  1.277  -0.681  -0.484
S  1.926  -0.325  -2.194
H  -2.952  -0.164  -0.111
H  -1.458  0.452  -0.760
H  0.350  0.248  2.154
H  0.299  1.217  -0.648
H  1.660  1.183  0.558
H  2.014  -1.321  -0.002
H  0.381  -1.258  -0.640
H  1.306  -1.318  -2.837

## Properties
- SMILES: NC(=O)NCCS
- E: -702.0603 a.u.
- Lowest unoccupied orbital energy: 0.7 eV
- Kohn-Sham gap: 10.05 eV
- Charge: 0